No. 1
48
Properties=species:S:1:pos:R:3 method="wB97M-V/def2-TZVPD" homo_energy_ev=-8.2 total_charge=0 e_tot_ev=-51863.0008 smiles="CCN(c1ccc(OC)cc1)S(=O)(=O)c1csc(C(=O)N2CCCC2)c1" de_lowest_kcal_mol=20.5 lumo_ev=0.303
C -1.906 -2.654 1.520
H -1.653 -3.171 0.598
C -1.311 -1.250 1.497
N -1.767 -0.456 0.371
C -3.141 -0.129 0.310
C -3.661 0.814 1.184
C -5.000 1.164 1.134
C -5.836 0.581 0.189
C -5.309 -0.364 -0.693
C -3.980 -0.722 -0.628
H -3.574 -1.456 -1.306
H -5.969 -0.810 -1.420
O -7.163 0.854 0.045
C -7.749 1.811 0.894
H -8.794 1.869 0.594
H -7.691 1.508 1.944
H -7.284 2.795 0.773
H -5.372 1.898 1.832
H -3.014 1.280 1.913
S -0.990 -0.748 -1.081
O -0.846 -2.147 -1.361
O -1.581 0.096 -2.073
C 0.619 -0.080 -0.693
C 0.862 1.256 -0.753
S 2.477 1.623 -0.331
C 2.848 -0.054 -0.055
C 1.742 -0.827 -0.296
H 1.749 -1.898 -0.204
C 4.123 -0.649 0.405
O 4.132 -1.822 0.750
N 5.246 0.093 0.432
C 5.443 1.468 0.019
C 6.936 1.724 0.244
H 7.100 2.113 1.249
C 7.553 0.334 0.118
C 6.505 -0.543 0.789
H 6.623 -0.543 1.878
H 6.499 -1.578 0.445
H 7.657 0.060 -0.932
H 8.526 0.259 0.598
H 7.339 2.435 -0.474
H 5.177 1.590 -1.037
H 4.825 2.149 0.610
H 0.174 2.027 -1.035
H -1.567 -0.712 2.415
H -0.223 -1.305 1.421
H -2.990 -2.601 1.609
H -1.509 -3.212 2.364

=====

No. 2
47
Properties=species:S:1:pos:R:3 method="wB97M-V/def2-TZVPD" homo_energy_ev=-9.0 total_charge=0 e_tot_ev=-32239.1165 smiles="Cc1cccc(C)c1OCc1cc(C(=O)NC[C@H]2COCCO2)no1" de_lowest_kcal_mol=68.6 lumo_ev=0.778
C -2.061 -0.989 -0.224
C -2.510 0.441 -0.184
C -2.513 1.126 1.024
C -2.943 2.437 1.096
C -3.404 3.072 -0.042
C -3.414 2.421 -1.268
C -2.943 1.107 -1.332
O -2.928 0.434 -2.553
C -1.837 0.763 -3.397
C -0.535 0.470 -2.728
C 0.139 1.134 -1.740
C 1.206 0.260 -1.420
N 1.154 -0.817 -2.171
O 0.087 -0.693 -2.981
C 2.193 0.428 -0.325
O 2.273 1.443 0.333
N 2.981 -0.661 -0.157
H 2.760 -1.469 -0.722
C 3.713 -0.864 1.065
C 3.007 -1.901 1.948
C 3.631 -1.985 3.347
H 4.652 -2.364 3.295
O 2.912 -2.884 4.161
C 1.559 -2.491 4.261
H 1.062 -3.244 4.874
C 0.925 -2.410 2.871
H -0.092 -2.021 2.926
O 1.644 -1.521 2.046
H 0.913 -3.413 2.416
H 1.492 -1.508 4.750
H 3.629 -0.983 3.800
H 3.062 -2.899 1.477
H 4.733 -1.194 0.853
H 3.733 0.102 1.575
H -0.076 2.078 -1.289
H -1.954 0.134 -4.282
H -1.866 1.822 -3.683
C -3.937 3.118 -2.488
H -3.164 3.743 -2.938
H -4.276 2.394 -3.226
H -4.771 3.764 -2.221
H -3.764 4.089 0.014
H -2.931 2.960 2.040
H -2.165 0.620 1.913
H -2.140 -1.394 -1.229
H -2.683 -1.590 0.438
H -1.029 -1.074 0.120

=====

No. 3
49
Properties=species:S:1:pos:R:3 method="wB97M-V/def2-TZVPD" homo_energy_ev=-8.0 total_charge=0 e_tot_ev=-53910.3991 smiles="COc1ccc(N(CC(=O)Nc2ccccc2SC)S(C)(=O)=O)cc1OC" de_lowest_kcal_mol=21.7 lumo_ev=0.639
C 6.789 1.148 -0.236
H 7.524 1.948 -0.313
O 5.551 1.803 -0.072
C 4.407 1.106 0.180
C 3.315 1.904 0.507
C 2.064 1.380 0.770
C 1.892 0.005 0.738
C 2.974 -0.813 0.432
C 4.223 -0.289 0.126
O 5.283 -1.082 -0.227
C 5.090 -2.476 -0.291
H 6.041 -2.880 -0.637
H 4.855 -2.893 0.693
H 4.299 -2.744 -0.996
H 2.806 -1.874 0.412
N 0.655 -0.622 1.009
S 0.003 -1.554 -0.207
O -1.266 -2.031 0.266
O 0.952 -2.537 -0.630
C -0.252 -0.418 -1.597
H 0.720 -0.024 -1.865
H -0.670 -0.993 -2.413
H -0.925 0.374 -1.300
C -0.286 -0.017 1.932
H 0.287 0.536 2.679
H -0.830 -0.831 2.415
C -1.273 0.949 1.258
O -0.991 2.113 1.046
N -2.446 0.361 0.937
C -3.541 0.904 0.258
C -3.508 2.148 -0.361
C -4.611 2.616 -1.053
C -5.759 1.848 -1.137
C -5.810 0.614 -0.514
C -4.712 0.133 0.181
S -4.759 -1.431 1.023
C -5.767 -2.436 -0.108
H -6.825 -2.237 0.041
H -5.469 -2.230 -1.130
H -5.550 -3.470 0.143
H -6.715 0.029 -0.561
H -6.622 2.210 -1.675
H -4.569 3.584 -1.528
H -2.615 2.746 -0.290
H -2.514 -0.645 1.082
H 1.242 2.040 0.997
H 3.475 2.970 0.537
H 7.027 0.517 0.624
H 6.812 0.542 -1.144

=====

No. 4
55
Properties=species:S:1:pos:R:3 method="wB97M-V/def2-TZVPD" homo_energy_ev="-5.0 / -5.0" total_charge=-1 e_tot_ev=-113634.7477 multiplicity=2 de_lowest_kcal_mol=0.0 s_squared=0.755 lumo_ev="1.729 / 1.529"
Ti -0.002 -0.113 0.086
C 0.455 -0.504 -6.509
O -0.732 0.229 -6.246
C -0.997 0.538 -4.957
C -2.248 1.149 -4.731
C -2.614 1.446 -3.451
C -1.780 1.158 -2.347
C -2.277 1.325 -1.007
C -3.562 2.052 -0.733
O -1.679 0.843 -0.020
C -0.492 0.615 -2.602
O 0.386 0.423 -1.650
C -0.126 0.295 -3.918
H 0.429 -0.747 -7.567
H 0.486 -1.421 -5.918
H 1.341 0.098 -6.294
H -2.897 1.343 -5.573
H -3.587 1.886 -3.279
H -4.409 1.473 -1.106
H -3.582 3.027 -1.221
H -3.667 2.179 0.341
H 0.847 -0.153 -4.053
S -1.210 -2.139 -0.880
S 0.477 -3.155 -1.554
S 1.697 -3.198 0.084
S 2.263 -1.212 0.351
C 3.615 2.635 2.961
N 2.745 2.157 1.893
C 3.347 1.922 0.592
C 1.475 1.904 2.123
O 0.681 1.484 1.251
H 4.420 1.915 3.119
H 3.050 2.765 3.882
H 4.050 3.594 2.675
H 3.996 2.766 0.354
H 2.570 1.827 -0.163
H 3.935 1.003 0.603
H 1.128 2.136 3.131
N -0.539 -1.333 1.988
C -0.211 -0.774 3.268
C 1.021 -1.020 3.856
C 1.345 -0.401 5.058
C 0.451 0.463 5.672
C -0.802 0.665 5.102
C -1.133 0.048 3.907
S 0.985 1.498 7.031
O -0.160 1.601 7.916
O 1.311 2.750 6.343
O 2.147 0.819 7.580
H -1.535 -1.512 1.922
H -0.075 -2.222 1.805
H 1.728 -1.672 3.359
H 2.306 -0.569 5.526
H -1.503 1.322 5.601
H -2.103 0.220 3.453

=====

No. 5
47
Properties=species:S:1:pos:R:3 method="wB97M-V/def2-TZVPD" homo_energy_ev=-8.1 total_charge=0 e_tot_ev=-39895.6237 smiles="Cc1cccc(C(=O)N[C@H](C(=O)Nc2nnc(C3CC3)s2)C(C)C)c1" de_lowest_kcal_mol=472.4 lumo_ev=-0.394
C 2.598 -3.334 -1.647
C 2.581 -1.802 -1.494
C 1.344 -1.053 -1.467
C 1.539 0.253 -1.269
C 2.831 0.815 -1.208
C 4.044 0.039 -0.980
C 4.075 -1.299 -1.130
H 4.699 -1.984 -1.269
H 4.844 0.422 -0.850
H 2.858 1.922 -0.865
C 0.140 0.855 -1.040
O -0.782 0.469 -1.863
N 0.282 1.979 -0.499
H 0.915 2.111 0.414
C -1.082 2.575 -0.072
C -2.126 1.797 -0.312
O -3.009 2.273 -1.163
N -2.281 0.573 0.262
C -1.620 -0.110 0.926
N -0.484 0.338 1.793
N 0.232 -0.675 2.166
C -0.030 -1.871 2.167
C 0.559 -2.987 2.587
C 0.814 -4.209 1.796
C -0.398 -4.372 2.720
H -1.278 -4.154 2.631
H 0.288 -4.734 3.568
H 0.136 -4.205 0.702
H 1.789 -4.772 1.743
H 1.502 -2.639 3.133
S -1.601 -1.955 0.928
H -3.163 -0.053 -0.285
H -1.135 2.700 1.165
C -0.939 4.075 -0.607
C -0.924 4.083 -2.073
H -2.053 3.661 -2.310
H -1.002 5.070 -2.535
H -0.028 3.631 -2.191
C -2.250 4.843 0.052
H -3.161 4.347 -0.195
H -2.064 6.052 -0.255
H -2.139 4.805 1.355
H -0.029 4.475 -0.119
H 0.674 -1.605 -1.725
H 3.214 -3.826 -2.513
H 2.870 -3.812 -0.893
H 1.641 -3.607 -2.013

=====

No. 6
47
Properties=species:S:1:pos:R:3 method="wB97M-V/def2-TZVPD" homo_energy_ev=-8.0 total_charge=0 e_tot_ev=-39910.4764 smiles=OCC[C@H]1CN(Cc2ccc3nonc3c2)CCN1Cc1ccsc1 de_lowest_kcal_mol=129.9 lumo_ev=-0.637
O -1.172 -2.894 -1.063
C -0.057 -2.582 -1.853
H 0.873 -2.785 -1.298
C -0.037 -1.126 -2.333
H 0.843 -0.987 -2.963
H -0.918 -0.924 -2.943
C 0.059 -0.149 -1.159
N -1.083 -0.210 -0.238
C -0.792 0.647 0.903
C -0.481 2.098 0.495
N 0.538 2.222 -0.529
C 0.323 1.296 -1.626
H 1.192 1.325 -2.285
H -0.542 1.653 -2.197
C 1.908 2.418 -0.098
C 2.602 1.219 0.511
C 3.334 0.373 -0.275
C 3.904 -0.761 0.332
N 4.634 -1.750 -0.150
O 4.903 -2.546 0.883
N 4.378 -2.122 2.029
C 3.737 -1.004 1.746
C 3.000 -0.102 2.539
C 2.452 0.973 1.909
H 1.886 1.690 2.486
H 2.891 -0.275 3.597
H 3.483 0.547 -1.329
H 1.901 3.241 0.623
H 2.471 2.745 -0.978
H -0.183 2.676 1.371
H -1.393 2.556 0.093
H -1.648 0.629 1.580
H 0.067 0.213 1.426
C -2.401 0.047 -0.823
C -3.484 -0.296 0.157
C -3.881 -1.568 0.436
S -5.132 -1.621 1.610
C -5.132 0.094 1.733
C -4.214 0.661 0.912
H -4.060 1.723 0.835
H -5.813 0.576 2.405
H -3.510 -2.480 0.012
H -2.531 1.089 -1.148
H -2.511 -0.601 -1.694
H 0.919 -0.467 -0.553
H -0.093 -3.257 -2.713
H -1.233 -2.208 -0.377

=====

No. 7
55
Properties=species:S:1:pos:R:3 method="wB97M-V/def2-TZVPD" homo_energy_ev="0.9 / -1.8" total_charge=-2 e_tot_ev=-129410.2031 multiplicity=8 de_lowest_kcal_mol=9.6 s_squared=16.448 lumo_ev="3.445 / 3.718"
Tb -0.546 -0.752 -0.598
C 1.088 2.033 2.489
C 0.784 3.323 1.746
S -0.155 3.060 0.194
C 0.848 4.061 -0.983
C 2.242 3.529 -1.274
S 2.241 1.717 -1.644
C 3.572 1.123 -0.547
C 3.356 1.362 0.935
S 1.729 0.661 1.476
H 1.799 2.228 3.295
H 0.178 1.608 2.924
H 0.176 3.971 2.383
H 1.700 3.850 1.479
H 0.247 4.063 -1.893
H 0.905 5.087 -0.610
H 2.657 4.037 -2.145
H 2.901 3.687 -0.427
H 3.576 0.052 -0.757
H 4.514 1.565 -0.882
H 4.148 0.857 1.489
H 3.383 2.422 1.182
N -1.039 1.161 -2.411
C -2.482 1.453 -2.358
C -2.992 1.489 -0.891
O -3.757 2.400 -0.542
N -2.549 0.459 -0.195
C -2.910 0.438 1.213
C -1.643 0.339 2.081
O -1.636 0.871 3.196
O -0.653 -0.277 1.570
H -0.520 2.023 -2.244
H -0.776 0.841 -3.347
H -3.018 0.648 -2.874
H -2.734 2.407 -2.847
H -3.540 -0.441 1.433
H -3.465 1.346 1.490
S -0.365 -2.147 -5.432
C -0.274 -1.870 -3.800
S -1.585 -2.224 -2.752
S 1.148 -1.153 -3.120
N 1.402 -6.010 3.542
C 0.689 -5.501 2.782
C -0.220 -4.960 1.881
C -1.328 -5.743 1.433
C -2.226 -5.159 0.575
C -2.035 -3.844 0.158
N -0.959 -3.105 0.533
C -0.098 -3.655 1.370
H -1.439 -6.764 1.775
H -3.085 -5.710 0.210
H -2.733 -3.369 -0.520
H 0.742 -3.037 1.674
S 3.057 -2.602 -0.758
C 1.680 -1.843 -0.656

=====

No. 8
49
Properties=species:S:1:pos:R:3 method="wB97M-V/def2-TZVPD" homo_energy_ev=-8.7 total_charge=0 e_tot_ev=-35217.3281 smiles="[H]/N=C(/N)c1ccc(NC(=O)CCC(=O)N[C@@H](C#CCOC)CC(=O)O)cc1" de_lowest_kcal_mol=139.6 lumo_ev=0.263
O -0.674 -0.610 -2.543
O 3.164 1.063 -2.475
O 2.343 5.479 -2.915
C 1.198 1.011 0.921
C 1.117 1.591 -0.201
N -2.587 -2.813 4.315
O 0.391 5.437 -1.777
O 0.631 1.168 3.142
C 0.290 -1.341 -2.349
C 2.103 0.880 -3.017
C 1.625 4.885 -2.132
C -3.068 -2.121 3.329
C -2.616 -1.320 1.093
C -1.543 -3.360 1.649
C -1.744 -1.274 -0.033
C -0.634 -3.247 0.577
C -2.511 -2.334 1.979
C -0.813 -2.217 -0.286
N -4.172 -1.390 3.808
N 0.239 -2.108 -1.186
N 0.971 1.642 -2.675
C -0.352 0.202 3.541
C 1.624 0.641 2.300
C 1.348 -1.589 -3.443
C 1.931 -0.254 -3.971
C 2.054 3.655 -1.356
C 1.014 2.490 -1.434
H -1.815 -3.416 4.233
H 0.413 6.287 -2.182
H -3.321 -0.451 1.225
H -1.465 -4.184 2.324
H -1.777 -0.394 -0.595
H 0.096 -4.060 0.368
H -4.619 -1.870 4.569
H -4.615 -0.598 3.265
H 0.889 -2.839 -1.116
H 0.069 1.329 -3.063
H -0.424 -0.528 2.744
H -1.342 0.650 3.782
H 0.005 -0.300 4.485
H 1.699 -0.415 2.500
H 2.561 1.046 2.373
H 0.764 -2.096 -4.293
H 2.143 -2.123 -2.961
H 1.245 0.064 -4.744
H 2.896 -0.524 -4.501
H 2.249 3.965 -0.307
H 3.035 3.358 -1.627
H -0.014 2.931 -1.339